Record 1
Below is a cluster of 2 separate species, C9H14O in total at a distorted geometry, with properties calculated with ωB97M-V/def2-TZVPD.

Output
* spin multiplicity: 1
* energy relative to the best compared isomer or geometry (same formula, charge and spin): 96.7 kJ/mol
* structure (SMILES): CCc1ccccc1.CO
* net charge: 0

Geometry as XYZ:
```
24
C9H14O (ωB97M-V/def2-TZVPD)
C -2.21 -0.81 0.90
C -0.98 -1.18 0.07
C 0.37 -0.89 0.65
C 0.53 0.23 1.49
C 1.82 0.70 1.76
C 2.93 0.03 1.29
C 2.75 -1.09 0.47
C 1.50 -1.61 0.20
H -2.08 -0.10 1.73
H -2.66 -1.70 1.39
H -2.88 -0.32 0.16
H -1.05 -2.20 -0.31
H -1.02 -0.55 -0.83
H -0.30 0.75 1.90
H 1.99 1.60 2.36
H 3.96 0.33 1.48
H 3.67 -1.56 0.15
H 1.31 -2.49 -0.38
C -1.43 2.14 -2.32
O -1.29 0.85 -2.89
H -0.48 2.70 -2.44
H -2.15 2.60 -3.01
H -1.75 2.22 -1.27
H -0.52 0.36 -2.54
```

Record 2
Below is a cluster of 2 separate species, C9H14O in total at a distorted geometry, with properties calculated with ωB97M-V/def2-TZVPD.

Output
* spin multiplicity: 1
* energy relative to the best compared isomer or geometry (same formula, charge and spin): 97.9 kJ/mol
* structure (SMILES): Cc1ccc(O)cc1.CC
* net charge: 0

Geometry as XYZ:
```
24
C9H14O (ωB97M-V/def2-TZVPD)
C -2.68 0.50 2.50
C -1.47 0.12 1.66
C -0.56 1.13 1.34
C 0.54 0.84 0.54
C 0.76 -0.53 0.26
O 2.04 -0.99 0.05
C -0.26 -1.46 0.37
C -1.42 -1.14 1.09
H -3.28 1.11 1.82
H -2.39 0.91 3.47
H -3.25 -0.38 2.81
H -0.69 2.01 1.95
H 1.36 1.51 0.37
H 2.57 -0.22 0.06
H -0.16 -2.46 -0.04
H -2.20 -1.88 1.17
C 1.89 0.40 -3.67
C 0.63 0.75 -2.86
H 2.61 -0.08 -3.00
H 1.76 -0.23 -4.55
H 2.43 1.27 -4.06
H -0.25 0.69 -3.51
H 0.48 -0.02 -2.12
H 0.56 1.70 -2.34
```

Record 3
Below is a cluster of 2 separate species, C9H14O in total at a distorted geometry, with properties calculated with ωB97M-V/def2-TZVPD.

Output
* spin multiplicity: 1
* energy relative to the best compared isomer or geometry (same formula, charge and spin): 172.7 kJ/mol
* structure (SMILES): Cc1ccc(O)cc1.CC
* net charge: 0

Geometry as XYZ:
```
24
C9H14O (ωB97M-V/def2-TZVPD)
C 0.41 2.61 -1.80
C -0.16 1.35 -1.41
C -0.12 1.24 -0.01
C -0.81 0.38 0.73
C -1.40 -0.73 0.00
O -1.97 -1.74 0.71
C -1.46 -0.73 -1.37
C -0.82 0.30 -2.07
H -0.52 3.15 -2.26
H 0.98 2.61 -2.71
H 0.83 3.38 -1.22
H 0.42 2.03 0.55
H -0.82 0.42 1.83
H -1.66 -2.58 0.38
H -1.92 -1.59 -1.91
H -0.96 0.48 -3.08
C 2.99 -0.49 2.08
C 2.13 -1.80 2.20
H 3.56 -0.59 1.16
H 2.20 0.27 1.87
H 3.52 -0.22 3.01
H 1.19 -1.48 2.82
H 2.61 -2.67 2.63
H 1.84 -2.13 1.17
```

Record 4
Below is a cluster of 2 separate species, C9H14O in total at a distorted geometry, with properties calculated with ωB97M-V/def2-TZVPD.

Output
* spin multiplicity: 1
* energy relative to the best compared isomer or geometry (same formula, charge and spin): 288.2 kJ/mol
* structure (SMILES): Cc1ccc(O)cc1.CC
* net charge: 0

Geometry as XYZ:
```
24
C9H14O (ωB97M-V/def2-TZVPD)
C -1.60 -0.87 3.15
C -0.74 0.12 2.40
C -1.19 0.49 1.11
C -0.19 1.04 0.28
C 1.19 1.16 0.70
O 2.32 1.47 0.08
C 1.31 0.94 2.13
C 0.41 0.47 2.95
H -2.01 -0.47 4.08
H -1.04 -1.81 3.42
H -2.49 -1.08 2.57
H -2.16 0.16 0.74
H -0.39 1.50 -0.69
H 2.26 1.63 -0.93
H 2.45 1.28 2.37
H 0.71 0.57 3.98
C 0.58 -1.11 -3.09
C -0.36 -0.51 -4.05
H 1.53 -0.68 -3.13
H 0.41 -0.83 -2.06
H 1.01 -2.12 -2.97
H -1.29 -0.25 -3.65
H -0.01 0.18 -4.74
H -0.73 -1.28 -4.64
```

Record 5
Below is a cluster of 2 separate species, C9H14O in total at a distorted geometry, with properties calculated with ωB97M-V/def2-TZVPD.

Output
* spin multiplicity: 1
* energy relative to the best compared isomer or geometry (same formula, charge and spin): 187.0 kJ/mol
* structure (SMILES): Cc1ccc(O)cc1.CC
* net charge: 0

Geometry as XYZ:
```
24
C9H14O (ωB97M-V/def2-TZVPD)
C -2.42 -0.64 -0.44
C -1.16 -1.03 0.36
C -0.51 -0.15 1.14
C 0.84 -0.43 1.53
C 1.44 -1.72 1.15
O 2.75 -2.10 1.52
C 0.69 -2.61 0.38
C -0.61 -2.35 0.07
H -3.06 0.08 0.20
H -2.96 -1.57 -0.57
H -2.07 -0.11 -1.39
H -0.97 0.76 1.50
H 1.49 0.20 2.18
H 3.29 -1.35 1.75
H 1.06 -3.68 0.21
H -1.35 -3.00 -0.32
C -0.15 2.54 -1.73
C 1.02 2.55 -0.60
H 0.13 1.73 -2.44
H -1.10 2.37 -1.18
H -0.08 3.25 -2.50
H 1.87 3.10 -0.90
H 1.22 1.48 -0.35
H 0.64 2.71 0.42
```

Record 6
Below is a cluster of 2 separate species, C9H14O in total at a distorted geometry, with properties calculated with ωB97M-V/def2-TZVPD.

Output
* spin multiplicity: 2
* energy relative to the best compared isomer or geometry (same formula, charge and spin): 56.6 kJ/mol
* <S²>: 0.77
* net charge: +1

Geometry as XYZ:
```
24
C9H14O (ωB97M-V/def2-TZVPD)
C 1.98 -1.14 0.28
C 3.34 -0.72 -0.29
H 1.10 -0.69 -0.15
H 1.88 -2.23 0.34
H 1.94 -0.94 1.35
H 3.96 -1.59 -0.53
H 3.79 0.02 0.36
H 3.27 -0.30 -1.30
C -2.62 -1.48 -0.62
C -0.90 0.26 -1.22
C -1.68 -0.39 -0.22
C -0.28 1.44 -0.93
C -1.76 0.10 1.12
C -0.44 1.99 0.38
C -1.13 1.28 1.37
O 0.28 3.05 0.61
H -0.82 -0.12 -2.23
H 0.33 1.92 -1.69
H -2.66 -1.70 -1.69
H -3.62 -1.23 -0.32
H -2.37 -0.45 1.82
H -1.23 1.68 2.36
H -0.12 3.62 1.30
H -2.24 -2.37 -0.11
```

Record 7
Below is a cluster of 2 separate species, C9H14O in total at a distorted geometry, with properties calculated with ωB97M-V/def2-TZVPD.

Output
* spin multiplicity: 2
* energy relative to the best compared isomer or geometry (same formula, charge and spin): 131.6 kJ/mol
* <S²>: 0.77
* net charge: +1

Geometry as XYZ:
```
24
C9H14O (ωB97M-V/def2-TZVPD)
C 2.57 -0.44 1.45
C 2.65 -1.95 1.09
H 3.24 0.12 0.71
H 1.57 0.01 1.36
H 2.84 -0.29 2.53
H 1.89 -2.27 0.37
H 2.52 -2.48 2.07
H 3.61 -2.24 0.70
C -3.25 1.70 0.27
C -0.80 -1.00 -0.54
C 0.07 -0.27 -1.40
C -1.89 -0.37 -0.10
C -2.10 1.05 -0.27
C -0.11 1.04 -1.69
C -1.29 1.68 -1.14
O 1.16 -0.98 -1.71
H -0.58 -1.91 0.00
H -2.52 -0.89 0.70
H 0.61 1.41 -2.39
H 1.95 -0.38 -1.77
H -2.99 2.79 0.51
H -3.59 1.29 1.27
H -1.48 2.71 -1.51
H -4.06 1.69 -0.51
```

Record 8
Below is an isolated molecule of C9H14O2 at a distorted geometry, with properties calculated with ωB97M-V/def2-TZVPD.

Output
* spin multiplicity: 1
* energy relative to the best compared isomer or geometry (same formula, charge and spin): 374.9 kJ/mol
* structure (SMILES): C[C@@]12[C@H]3C[C@@H]1[C@]2(O)[C@@](C)(O)C3
* net charge: 0

Geometry as XYZ:
```
25
C9H14O2 (ωB97M-V/def2-TZVPD)
C 2.28 1.26 -1.02
C 1.17 0.39 -0.32
C 0.92 -1.07 -0.73
C 0.97 -1.47 0.83
C 0.98 0.01 1.13
C -0.11 0.78 0.31
O -0.48 2.02 0.77
C -1.24 0.01 -0.32
C -2.21 -0.46 0.88
O -1.93 0.98 -1.14
C -0.60 -1.01 -1.15
H 2.19 2.21 -0.66
H 2.03 1.42 -2.03
H 3.26 0.79 -0.96
H 1.60 -1.60 -1.33
H 0.12 -1.84 1.27
H 1.81 -1.99 1.14
H 1.28 0.53 2.07
H -0.91 1.83 1.72
H -2.43 -1.48 0.71
H -3.12 -0.05 0.91
H -1.69 -0.25 1.77
H -1.93 1.79 -0.67
H -0.81 -0.86 -2.27
H -1.17 -1.97 -0.91
```

Record 9
Below is an isolated molecule of C9H14O3 at a distorted geometry, with properties calculated with ωB97M-V/def2-TZVPD.

Output
* spin multiplicity: 1
* energy relative to the best compared isomer or geometry (same formula, charge and spin): 210.2 kJ/mol
* structure (SMILES): C1C[C@H]([C@H]2CO2)OC[C@H]1[C@@H]1CO1
* net charge: 0

Geometry as XYZ:
```
26
C9H14O3 (ωB97M-V/def2-TZVPD)
C 0.43 -0.02 1.34
C -0.98 0.53 0.97
C -1.07 0.91 -0.52
C -2.50 1.40 -0.89
C -3.06 2.74 -0.37
O -2.70 2.54 -1.69
O -0.68 -0.24 -1.29
C 0.68 -0.63 -1.14
C 0.93 -1.07 0.29
C 2.42 -1.39 0.60
C 3.12 -2.61 -0.10
O 2.79 -2.57 1.27
H 1.13 0.84 1.39
H 0.40 -0.45 2.33
H -1.23 1.40 1.57
H -1.76 -0.21 1.13
H -0.36 1.70 -0.75
H -3.18 0.58 -1.02
H -4.14 2.85 -0.21
H -2.40 3.35 0.24
H 0.87 -1.47 -1.81
H 1.33 0.21 -1.40
H 0.30 -1.97 0.44
H 3.01 -0.53 0.76
H 2.50 -3.28 -0.74
H 4.18 -2.63 -0.42
```

Record 10
Below is an isolated molecule of C9H14O4 at a distorted geometry, with properties calculated with ωB97M-V/def2-TZVPD.

Output
* spin multiplicity: 1
* energy relative to the best compared isomer or geometry (same formula, charge and spin): 55.8 kJ/mol
* structure (SMILES): C=C[C@]12OC[C@H](O)[C@@]1(C)OC[C@@H]2O
* net charge: 0

Geometry as XYZ:
```
27
C9H14O4 (ωB97M-V/def2-TZVPD)
C 2.25 1.86 0.09
C 1.40 1.00 0.64
C 0.07 0.66 -0.01
O -0.95 1.23 0.78
C -1.85 0.21 1.30
C -0.99 -1.08 1.45
O -0.18 -1.01 2.55
C -0.27 -1.02 0.03
C 0.87 -1.94 -0.03
O -1.24 -1.20 -0.97
C -1.27 -0.12 -1.82
C -0.17 0.96 -1.49
O 1.00 1.10 -2.31
H 3.26 2.02 0.58
H 2.02 2.70 -0.59
H 1.80 0.35 1.41
H -2.63 0.15 0.49
H -2.40 0.45 2.28
H -1.61 -1.99 1.56
H 0.09 -0.08 2.70
H 1.52 -1.73 0.73
H 1.45 -1.88 -1.05
H 0.45 -3.03 0.11
H -2.21 0.50 -1.56
H -1.35 -0.47 -2.93
H -0.61 1.99 -1.67
H 1.56 0.36 -2.29
```

Number 4 is which compound? C9H14O